Entry 1:
DFT (ωB97M-V/def2-TZVPD) results for a structure of composition C26H29ClIrOPSi in a non-equilibrium geometry.

Geometry as XYZ:
```
60
C26H29ClIrOPSi | the OMol25 dataset | ωB97M-V/def2-TZVPD
C 2.246 -0.850 0.781
C 1.692 -0.914 -0.554
C 1.715 0.427 -1.116
H 1.357 -1.821 -1.052
C 2.257 1.304 -0.111
C 2.549 0.532 1.074
H 2.982 0.922 1.988
H 2.398 -1.691 1.452
H 1.449 0.703 -2.133
H 2.455 2.367 -0.217
Ir 0.477 0.358 0.567
Cl -1.495 0.793 -0.492
P -0.913 -0.342 -3.618
C -0.055 0.646 -4.904
C 0.491 0.107 -6.079
H 0.457 -0.967 -6.259
C 1.075 0.948 -7.030
H 1.480 0.519 -7.950
C 1.138 2.326 -6.805
H 1.590 2.981 -7.551
C 0.626 2.868 -5.617
H 0.677 3.944 -5.437
C 0.047 2.033 -4.663
H -0.342 2.444 -3.730
C -0.543 -2.045 -4.192
C 0.701 -2.583 -3.798
H 1.382 -1.978 -3.199
C 1.064 -3.872 -4.180
H 2.022 -4.283 -3.855
C 0.203 -4.631 -4.984
H 0.495 -5.636 -5.295
C -1.029 -4.103 -5.382
H -1.701 -4.689 -6.014
C -1.412 -2.822 -4.971
H -2.385 -2.431 -5.267
C -2.661 -0.157 -4.144
C -3.063 0.403 -5.366
H -2.323 0.800 -6.060
C -4.419 0.449 -5.703
H -4.721 0.870 -6.665
C -5.382 -0.040 -4.814
H -6.440 -0.005 -5.081
C -4.990 -0.566 -3.576
H -5.739 -0.943 -2.875
C -3.641 -0.607 -3.234
H -3.329 -0.976 -2.257
C 0.354 2.239 4.347
Si 0.058 0.459 3.809
C 1.677 -0.413 4.267
C -1.241 -0.409 4.881
O -0.461 0.405 2.254
H 0.475 2.259 5.438
H -0.489 2.892 4.084
H 1.262 2.658 3.893
H 1.761 -0.359 5.364
H 1.669 -1.473 3.987
H 2.561 0.066 3.833
H -2.253 -0.016 4.719
H -1.279 -1.486 4.661
H -0.992 -0.287 5.947
```

Computed properties:
Multiplicity ... 5
LUMO energy (spin up / spin down) ... 0.45 / -3.04 eV
Calculated total energy ... -62003.681 eV
Largest force on an atom ... 5.8 eV/Å
Orbital gap (spin up / spin down) ... 3.81 / 5.55 eV

Entry 2:
DFT (ωB97M-V/def2-TZVPD) results for a structure of composition C26H29GaN9OS.

Geometry as XYZ:
```
67
C26H29GaN9OS | the OMol25 dataset | ωB97M-V/def2-TZVPD
Ga -0.570 -0.168 -0.079
C -2.760 -2.185 0.554
N -2.100 -1.701 -0.662
C -1.304 -2.717 -1.351
C -0.393 -1.971 -2.299
C 0.162 -2.560 -3.415
C 0.929 -1.789 -4.274
C 1.112 -0.442 -3.996
C 0.561 0.075 -2.847
N -0.185 -0.669 -2.008
C -3.052 -1.052 -1.578
C -3.325 0.338 -1.075
C -4.497 0.996 -1.396
C -4.732 2.252 -0.870
C -3.791 2.799 -0.009
C -2.641 2.092 0.254
N -2.381 0.882 -0.285
C -1.790 -2.144 1.704
C -2.013 -2.843 2.871
C -1.099 -2.725 3.906
C 0.015 -1.917 3.737
C 0.178 -1.250 2.546
N -0.712 -1.362 1.539
H -3.164 -3.192 0.416
H -3.606 -1.532 0.780
H -1.934 -3.418 -1.906
H -0.729 -3.295 -0.623
H -0.029 -3.605 -3.619
H 1.367 -2.231 -5.159
H 1.683 0.197 -4.653
H 0.702 1.105 -2.557
H -3.985 -1.619 -1.650
H -2.628 -1.010 -2.581
H -5.220 0.509 -2.037
H -5.645 2.782 -1.104
H -3.953 3.755 0.467
H -1.914 2.478 0.948
H -2.893 -3.464 2.968
H -1.256 -3.259 4.834
H 0.749 -1.801 4.521
H 1.020 -0.595 2.369
S 2.169 -0.532 -0.261
C 3.111 -1.582 0.724
N 4.464 -1.456 0.606
C 5.345 -2.255 1.239
C 4.865 -3.235 2.057
C 3.475 -3.315 2.168
N 2.620 -2.526 1.529
H 4.806 -0.731 -0.015
H 6.393 -2.062 1.054
H 5.527 -3.904 2.584
H 3.034 -4.068 2.810
C 2.104 5.644 0.682
N 1.473 4.344 0.466
C 1.144 3.370 1.493
C 0.529 2.295 0.645
O 0.041 1.229 1.146
N 0.531 2.593 -0.635
C 1.104 3.842 -0.704
N 1.251 4.479 -1.854
H 2.166 5.824 1.751
H 1.498 6.435 0.240
H 3.111 5.661 0.266
H 0.443 3.765 2.231
H 2.027 2.993 2.013
H 0.917 4.060 -2.705
H 1.675 5.391 -1.908
```

Computed properties:
Multiplicity ... 1
LUMO energy ... -7.61 eV
Net charge ... +3
Calculated total energy ... -106083.572 eV
Largest force on an atom ... 0.8 eV/Å
Orbital gap ... 8.65 eV

Entry 3:
DFT (ωB97M-V/def2-TZVPD) results for the ion C26H29N2O2 with charge +1 in a non-equilibrium geometry.

Geometry as XYZ:
```
59
C26H29N2O2 | the OMol25 dataset | ωB97M-V/def2-TZVPD
C -1.343 -1.214 5.036
C -0.981 -2.173 4.419
C -0.399 -3.241 3.599
C -0.824 -3.189 2.152
C -1.387 -4.291 1.624
N -1.804 -4.304 0.336
C -1.662 -3.274 -0.473
C -1.089 -2.097 -0.038
C -0.913 -0.977 -0.909
N -1.270 -0.936 -2.297
C -0.702 -2.031 -3.119
C -2.673 -0.708 -2.562
C -3.779 -1.162 -1.627
O -2.961 -0.118 -3.570
C -0.356 0.149 -0.379
C -0.159 1.395 -1.211
C 1.307 1.594 -1.559
C 1.886 2.824 -1.392
C 3.212 3.020 -1.719
C 3.944 1.963 -2.196
C 5.404 2.114 -2.547
C 3.361 0.725 -2.366
C 2.042 0.525 -2.036
C 0.058 0.186 0.980
O 0.621 1.334 1.392
C -0.017 1.911 2.581
C 0.110 3.421 2.502
C -1.004 4.083 1.683
C -0.079 -0.885 1.802
C -0.670 -2.043 1.317
H -1.640 -0.292 5.472
H -0.767 -4.178 4.023
H 0.684 -3.264 3.723
H -1.511 -5.165 2.243
H -2.239 -5.158 0.012
H -2.029 -3.404 -1.476
H 0.049 -2.563 -2.538
H -1.469 -2.772 -3.367
H -0.266 -1.669 -4.045
H -3.650 -0.786 -0.612
H -3.931 -2.239 -1.637
H -4.695 -0.724 -2.013
H -0.797 1.371 -2.088
H -0.530 2.214 -0.592
H 1.294 3.643 -1.002
H 3.679 3.984 -1.577
H 6.044 1.720 -1.756
H 5.631 1.537 -3.443
H 5.674 3.153 -2.722
H 3.932 -0.105 -2.763
H 1.544 -0.430 -2.125
H 0.519 1.538 3.455
H -1.057 1.590 2.593
H 1.087 3.645 2.073
H 0.135 3.810 3.520
H -1.920 3.494 1.695
H -1.188 5.083 2.068
H -0.725 4.206 0.636
H 0.268 -0.841 2.819
```

Computed properties:
Multiplicity ... 1
LUMO energy ... -4.13 eV
Net charge ... +1
Calculated total energy ... -34499.771 eV
Largest force on an atom ... 1.8 eV/Å
SMILES ... C#CCc1c[nH]cc2/c(=[N+](\C)C(C)=O)c(Cc3ccc(C)cc3)c(OCCC)cc1-2
Orbital gap ... 6.83 eV

Entry 4:
DFT (ωB97M-V/def2-TZVPD) results for an isolated molecule of C26H29N3O5.

Geometry as XYZ:
```
63
C26H29N3O5 | the OMol25 dataset | ωB97M-V/def2-TZVPD
C -3.863 -4.711 2.585
C -4.319 -3.277 2.334
O -3.772 -2.727 1.152
C -2.461 -2.355 1.123
C -1.970 -1.964 -0.120
C -0.655 -1.571 -0.275
C 0.216 -1.540 0.809
O 1.537 -1.222 0.755
C 2.101 -0.764 -0.458
C 2.479 -1.886 -1.418
C -0.294 -1.870 2.076
N 0.519 -1.787 3.221
C 1.307 -0.741 3.605
O 2.069 -0.842 4.542
C 1.108 0.515 2.826
C -0.169 1.012 2.594
C -0.340 2.138 1.813
C 0.755 2.774 1.240
C 0.533 3.882 0.239
N -0.084 3.336 -0.965
C 0.684 2.606 -1.807
C 0.438 1.618 -2.768
N -0.630 0.963 -3.220
C -1.981 1.110 -2.711
C -2.826 0.251 -3.654
C -1.838 -0.812 -4.138
C -0.547 -0.016 -4.289
C 1.875 1.490 -3.075
O 2.523 0.743 -3.774
C 2.129 2.585 -2.059
O 3.088 3.169 -1.605
C 2.032 2.304 1.514
C 2.209 1.195 2.321
C -1.608 -2.298 2.219
H -2.785 -4.759 2.720
H -4.348 -5.098 3.477
H -4.130 -5.336 1.737
H -5.399 -3.255 2.164
H -4.096 -2.638 3.198
H -2.640 -1.994 -0.965
H -0.304 -1.304 -1.259
H 3.001 -0.222 -0.155
H 1.425 -0.048 -0.939
H 2.891 -1.450 -2.324
H 3.226 -2.529 -0.961
H 1.615 -2.495 -1.676
H 0.573 -2.604 3.817
H -1.030 0.522 3.025
H -1.338 2.518 1.637
H 1.484 4.332 -0.049
H -0.132 4.653 0.636
H -1.038 3.022 -0.842
H -2.036 0.731 -1.682
H -2.289 2.160 -2.719
H -3.170 0.849 -4.498
H -3.692 -0.175 -3.153
H -1.719 -1.589 -3.382
H -2.148 -1.277 -5.070
H -0.512 0.495 -5.259
H 0.359 -0.615 -4.188
H 2.886 2.798 1.076
H 3.198 0.821 2.536
H -1.942 -2.561 3.210
```

Computed properties:
Multiplicity ... 1
LUMO energy ... 0.37 eV
Calculated total energy ... -42139.915 eV
Largest force on an atom ... 0.8 eV/Å
SMILES ... CCOc1ccc(OCC)c(NC(=O)c2ccc(CNc3c(N4CCCC4)c(=O)c3=O)cc2)c1
Orbital gap ... 8.28 eV

Entry 5:
DFT (ωB97M-V/def2-TZVPD) results for an isolated molecule of C26H29NO6.

Geometry as XYZ:
```
62
C26H29NO6 | the OMol25 dataset | ωB97M-V/def2-TZVPD
C 1.989 2.435 5.753
C 2.664 2.103 4.669
C 2.892 0.689 4.214
O 3.006 0.556 2.815
C 1.905 0.794 2.039
C 0.644 1.120 2.507
C -0.417 1.273 1.628
C -0.240 1.107 0.265
C -1.443 1.172 -0.664
C -2.535 0.309 -0.076
C -2.433 -1.030 -0.237
C -3.380 -1.991 0.421
C -4.738 -1.318 0.605
C -4.571 -0.017 1.375
C -3.610 0.936 0.686
O -3.718 2.140 0.803
N -1.510 -1.545 -1.132
C -0.825 -2.796 -0.880
C 0.600 -2.416 -0.476
O 1.505 -2.282 -1.254
O 0.692 -2.182 0.826
C -1.080 -0.725 -2.172
C -1.120 0.616 -2.026
C -0.763 1.543 -3.099
O -0.810 2.748 -2.968
C -0.257 0.895 -4.375
C -0.930 -0.445 -4.630
C -0.680 -1.388 -3.456
C 1.036 0.831 -0.215
C 2.108 0.670 0.647
O 3.378 0.364 0.263
C 3.676 0.303 -1.119
C 5.170 0.056 -1.253
H 1.873 3.460 6.057
H 1.530 1.692 6.386
H 3.119 2.853 4.038
H 2.115 0.020 4.611
H 3.864 0.345 4.588
H 0.475 1.263 3.561
H -1.388 1.530 2.018
H -1.785 2.208 -0.747
H -3.494 -2.891 -0.187
H -2.986 -2.281 1.400
H -5.415 -1.988 1.139
H -5.174 -1.107 -0.374
H -5.526 0.492 1.512
H -4.159 -0.223 2.368
H -0.797 -3.427 -1.771
H -1.304 -3.322 -0.056
H 1.555 -1.798 1.063
H -0.414 1.586 -5.204
H 0.822 0.752 -4.261
H -0.549 -0.891 -5.550
H -2.006 -0.292 -4.748
H -1.249 -2.309 -3.598
H 0.382 -1.651 -3.409
H 1.189 0.734 -1.277
H 3.113 -0.515 -1.588
H 3.402 1.250 -1.605
H 5.723 0.858 -0.771
H 5.445 0.012 -2.303
H 5.435 -0.882 -0.775
```

Computed properties:
Multiplicity ... 1
LUMO energy ... 0.41 eV
Calculated total energy ... -41207.445 eV
Largest force on an atom ... 0.7 eV/Å
SMILES ... C=CCOc1ccc(C2C3=C(CCCC3=O)N(CC(=O)O)C3=C2C(=O)CCC3)cc1OCC
Orbital gap ... 8.26 eV

Entry 6:
DFT (ωB97M-V/def2-TZVPD) results for a structure of composition C26H30BrCl2IMnN3O5Si in a non-equilibrium geometry.

Geometry as XYZ:
```
70
C26H30BrCl2IMnN3O5Si | the OMol25 dataset | ωB97M-V/def2-TZVPD
Mn -0.473 0.932 -0.693
O -4.259 0.900 1.196
C -3.004 0.802 0.761
O -2.745 0.877 -0.433
C -1.965 0.557 1.802
C -2.289 0.377 3.110
C -1.198 0.042 3.997
C 0.049 -0.098 3.518
C 0.341 0.114 2.099
N -0.732 0.497 1.272
C 1.538 -0.052 1.529
O 2.707 -0.437 2.156
O 1.720 0.132 0.181
H -4.802 1.102 0.420
H -3.305 0.477 3.453
H -1.391 -0.111 5.051
H 0.845 -0.375 4.200
H 2.573 -0.401 3.108
C -0.490 -3.416 -3.659
N -0.136 -2.244 -2.868
C 0.186 -2.452 -1.453
C -0.430 -0.996 -3.286
C -0.782 -0.775 -4.728
O -0.389 -0.042 -2.506
H -0.083 -4.296 -3.166
H -0.063 -3.358 -4.659
H -1.573 -3.539 -3.739
H 0.840 -3.315 -1.392
H -1.749 -2.024 -0.863
H 0.730 -1.584 -1.088
H 0.010 -1.147 -5.378
H -0.907 0.292 -4.880
H -1.708 -1.292 -4.985
C 3.976 -1.530 -0.553
Si 3.238 0.189 -0.590
C 4.312 1.476 0.184
C 2.830 0.628 -2.346
H 5.047 -1.492 -0.767
H 3.512 -2.167 -1.311
H 3.842 -1.997 0.423
H 5.279 1.524 -0.323
H 4.484 1.276 1.241
H 3.828 2.452 0.094
H 3.751 0.780 -2.916
H 2.243 1.549 -2.380
H 2.261 -0.165 -2.837
Br 2.756 7.134 0.713
C 0.900 7.034 1.512
C 0.408 8.286 1.864
C -0.855 8.332 2.437
C -1.552 7.138 2.623
C -0.977 5.934 2.231
C 0.306 5.819 1.649
I 0.251 3.432 -0.994
H 0.976 9.195 1.702
H -1.288 9.284 2.725
H -2.543 7.162 3.072
H -1.569 5.028 2.386
Cl -3.825 -3.290 -1.334
C -2.737 -4.352 -0.481
C -3.206 -5.581 -0.059
C -2.350 -6.452 0.593
C -1.045 -6.062 0.846
C -0.598 -4.815 0.446
Cl 0.995 -4.322 0.937
C -1.419 -3.923 -0.257
N -0.999 -2.666 -0.650
H -4.234 -5.851 -0.259
H -2.701 -7.421 0.918
H -0.366 -6.710 1.382
```

Computed properties:
Multiplicity ... 6
LUMO energy (spin up / spin down) ... 1.56 / 1.56 eV
Net charge ... -1
Calculated total energy ... -184546.352 eV
Largest force on an atom ... 1.0 eV/Å
Orbital gap (spin up / spin down) ... 3.82 / 3.83 eV

Entry 7:
DFT (ωB97M-V/def2-TZVPD) results for a structure of composition C26H30F4IN2ORuSi.

Geometry as XYZ:
```
66
C26H30F4IN2ORuSi | the OMol25 dataset | ωB97M-V/def2-TZVPD
Ru -1.022 1.262 -0.429
C -3.744 0.643 -1.494
N -3.056 1.010 -0.232
C -3.331 -0.045 0.780
C -3.568 2.311 0.313
C -2.880 3.458 -0.381
N -1.472 3.067 -0.489
C -0.489 4.032 -0.752
C 0.845 3.653 -0.573
F 1.106 2.385 -0.172
C 1.893 4.515 -0.804
F 3.134 4.090 -0.599
C 1.653 5.797 -1.256
C 0.345 6.180 -1.473
F 0.075 7.395 -1.934
C -0.716 5.321 -1.236
F -1.953 5.747 -1.504
H -4.813 0.534 -1.303
H -3.334 -0.298 -1.855
H -3.575 1.409 -2.246
H -4.411 -0.128 0.920
H -2.865 0.227 1.725
H -2.924 -0.994 0.443
H -3.313 2.324 1.373
H -4.654 2.350 0.218
H -3.024 4.396 0.152
H -3.258 3.591 -1.400
H 2.469 6.479 -1.451
I -0.565 1.094 -2.929
C -1.030 -2.427 2.609
C 0.456 -2.088 2.423
C 0.820 -0.987 3.427
C 1.274 -3.360 2.700
Si 0.741 -1.541 0.647
O -0.309 -0.256 0.357
C 0.261 -2.847 -0.592
C 1.209 -3.811 -0.947
C 0.893 -4.832 -1.832
C -0.375 -4.898 -2.391
C -1.326 -3.942 -2.063
C -1.005 -2.931 -1.169
C 2.476 -0.975 0.239
C 2.716 -0.584 -1.083
C 3.978 -0.200 -1.507
C 5.041 -0.217 -0.614
C 4.833 -0.618 0.697
C 3.562 -0.991 1.116
H -1.184 -2.864 3.600
H -1.387 -3.149 1.871
H -1.653 -1.530 2.549
H 0.589 -1.327 4.441
H 0.242 -0.075 3.247
H 1.873 -0.714 3.404
H 1.169 -3.641 3.751
H 2.340 -3.233 2.497
H 0.920 -4.197 2.094
H 2.211 -3.762 -0.533
H 1.640 -5.571 -2.090
H -0.619 -5.689 -3.087
H -2.314 -3.987 -2.503
H -1.759 -2.187 -0.928
H 1.905 -0.599 -1.803
H 4.138 0.099 -2.535
H 6.031 0.071 -0.942
H 5.660 -0.644 1.394
H 3.433 -1.300 2.145
```

Computed properties:
Multiplicity ... 1
LUMO energy (spin up / spin down) ... -5.18 / -5.18 eV
Net charge ... +1
Calculated total energy ... -61901.722 eV
Largest force on an atom ... 0.5 eV/Å
Orbital gap (spin up / spin down) ... 6.21 / 6.21 eV

Q: Which of these has the highest multiplicity?
A: C26H30BrCl2IMnN3O5Si

Q: Look up the largest force on an atom of the second one.
A: 0.8 eV/Å